{
  "formula": "C5H13NO",
  "method": "wB97M-V/def2-TZVPD",
  "symbols": ["C", "O", "C", "C", "H", "H", "H", "H", "H", "H", "H", "C", "C", "N", "H", "H", "H", "H", "H", "H"],
  "coordinates": [[1.1949, -1.2207, 0.7332], [-0.0816, -0.9903, 0.2888], [1.8319, 0.0077, 1.4020], [1.9786, 1.1519, 0.4212], [1.8391, -1.5296, -0.1155], [1.2674, -2.0653, 1.4442], [2.8013, -0.3364, 1.7784], [1.2074, 0.3038, 2.2461], [2.4799, 2.0319, 0.8252], [0.9778, 1.4545, 0.1006], [2.5177, 0.8880, -0.4920], [-2.3289, -0.0352, -0.1728], [-1.3249, 0.1918, -1.7391], [-2.6528, 0.4671, -1.5900], [-1.8998, -1.0405, -0.0697], [-3.2684, 0.0017, 0.3902], [-1.6969, 0.6893, 0.3413], [-0.6423, 1.0204, -1.6411], [-0.9677, -0.7664, -2.0934], [-3.2326, -0.2237, -2.0575]],
  "e_tot_ha": -328.08563,
  "multiplicity": 1,
  "de_lowest_ev": 6.346,
  "orbital_gap_ev": 6.32,
  "molar_mass_g_mol": 103.2,
  "total_charge": 0,
  "e_homo_ev": -7.4
}